1.
Below is a 7-piece molecular cluster, C4H25N2O6 overall at a distorted geometry, with properties calculated with the ωB97M-V functional and the def2-TZVPD basis.

Each line ends with the Löwdin spin population.
CARTESIAN COORDINATES (ANGSTROEM)
C (-1.5239, -0.1026, 3.0593)  0.02
N (-0.4757, 0.7308, 3.6032)  0.01
C (-1.9232, 0.4565, 1.6099)  0.01
N (-0.7380, 0.4322, 0.5448)  0.02
C (-0.4816, 1.7032, -0.1877)  0.06
C (-3.0938, -0.3256, 1.1594)  0.03
H (-2.3610, -0.0780, 3.8531)  0.00
H (-1.2179, -1.0987, 3.0582)  0.01
H (-0.5904, 1.6716, 3.8223)  0.00
H (0.1621, 0.2253, 4.2434)  0.01
H (-2.2554, 1.5654, 1.6854)  0.00
H (-0.9025, -0.3925, -0.0844)  0.02
H (0.0416, 0.2757, 1.0569)  0.02
H (-0.3505, 1.6097, -1.3025)  0.02
H (0.5464, 2.1853, 0.0230)  0.01
H (-1.1792, 2.5299, -0.1188)  0.00
H (-3.5155, -1.1974, 1.8000)  0.00
H (-2.9552, -0.4841, 0.1216)  0.01
H (-4.1398, 0.1781, 1.2119)  0.00
H (3.1709, 0.4325, -1.4555)  0.03
H (3.7506, 0.9825, -2.7754)  0.04
O (3.7561, 1.1999, -1.7730)  0.08
H (2.5798, 2.9092, -2.0704)  0.01
H (1.8393, 2.5548, -0.7911)  0.02
O (1.7078, 3.0603, -1.6724)  0.03
H (1.2377, -4.0763, 0.9735)  0.05
H (2.1953, -3.5215, 1.9988)  0.03
O (1.4720, -3.1102, 1.3497)  0.09
H (-0.4179, -2.5394, -3.0184)  0.02
H (-0.3726, -1.0653, -3.1966)  0.02
O (-0.6282, -1.6788, -2.5412)  0.06
H (1.4247, -1.8515, 0.0234)  0.02
H (0.2708, -1.6561, -1.0189)  0.02
O (0.9121, -1.1926, -0.4551)  0.10
H (1.0057, -0.0758, -4.9112)  0.02
H (1.9374, 0.0547, -3.7777)  0.04
O (1.1118, -0.3110, -4.0475)  0.07

Multiplicity = 2
Relative energy (zero: lowest compared OMol25 entry of this formula, charge and spin) = 449.0 kJ/mol
F_max = 5.449 eV Å⁻¹
HOMO-LUMO gap (alpha / beta) = 0.094 / 0.371 Ha
E_tot = -19812.5854 eV


2.
Below is a 10-piece molecular cluster, C4H25NO11S overall at a distorted geometry, with properties calculated with the ωB97M-V functional and the def2-TZVPD basis.

Each line ends with the Löwdin charge.
CARTESIAN COORDINATES (ANGSTROEM)
C (-1.8685, 1.3537, 1.6229)  -0.09
C (-0.6084, 0.8325, 0.9134)  -0.37
C (0.6303, 1.6248, 1.1596)  -0.63
S (1.5987, 1.4159, 2.7585)  0.27
N (-0.9182, 1.0870, -0.6210)  0.11
C (-0.9212, -0.0158, -1.4723)  -0.73
O (-1.1638, -1.1434, -1.0797)  0.00
O (-0.7658, 0.3025, -2.7054)  -0.16
H (-2.0339, 2.4381, 1.5670)  0.08
H (-1.7964, 1.0317, 2.7217)  0.09
H (-2.7674, 0.8218, 1.5730)  -0.01
H (-0.4904, -0.3150, 0.9904)  0.12
H (1.4757, 1.3193, 0.4756)  0.05
H (0.2524, 2.6643, 0.9970)  0.06
H (-1.0480, 1.9663, -0.9298)  0.07
H (-0.6393, -0.7536, -3.9621)  -0.01
H (0.3440, -1.6048, -3.1486)  0.04
O (-0.0466, -1.4980, -4.0565)  -0.11
H (-3.1691, -0.3268, -0.4208)  0.06
H (-3.8672, 0.8581, -0.0117)  0.10
O (-3.8446, -0.1200, 0.3013)  -0.13
H (0.2850, -0.3654, 3.6033)  -0.04
H (-0.3126, -1.1303, 2.4918)  0.03
O (-0.5599, -0.9358, 3.4683)  -0.19
H (2.7689, -3.7245, -0.3931)  0.06
H (2.6639, -2.3858, -0.8261)  -0.02
O (3.3213, -3.0505, -0.9046)  -0.09
H (0.8311, 2.4181, -3.4870)  0.02
H (-0.6079, 2.0626, -3.3446)  0.03
O (-0.0487, 2.9045, -3.5282)  -0.16
H (-3.4463, -0.8537, 2.1280)  -0.10
H (-2.6380, -0.9322, 3.2680)  0.05
O (-3.5804, -0.6838, 2.9793)  -0.06
H (0.0553, -2.4067, -0.2719)  -0.05
H (0.8466, -2.4786, 1.0173)  -0.03
O (0.5158, -2.9139, 0.3210)  0.03
H (1.3979, -0.1816, -3.4794)  -0.05
H (0.9977, 0.9216, -2.6179)  0.05
O (1.8390, 0.5194, -3.0672)  -0.09
H (4.1051, -0.4142, 0.7536)  0.03
H (3.7348, 0.4665, 2.1027)  -0.12
O (4.3979, 0.1028, 1.5309)  -0.13

Total charge = -2
Relative energy (zero: lowest compared OMol25 entry of this formula, charge and spin) = 263.8 kJ/mol
F_max = 6.846 eV Å⁻¹
HOMO-LUMO gap = 0.243 Ha
E_tot = -39402.0481 eV


3.
Below is a 8-piece molecular cluster, C4H26N2O7 overall at a distorted geometry, with properties calculated with the ωB97M-V functional and the def2-TZVPD basis.

Each line ends with the Löwdin spin population.
CARTESIAN COORDINATES (ANGSTROEM)
C (1.2864, -0.4657, 0.0536)  0.07
C (0.3281, -0.2680, 1.2996)  0.06
C (0.4517, 1.2490, 1.6364)  0.01
N (-1.0992, -0.5206, 0.9941)  0.63
C (-1.5256, -1.8720, 0.7645)  0.04
N (-1.6779, -2.4770, -0.5975)  0.12
H (2.1654, -0.7197, 0.4217)  0.01
H (1.1687, 0.4950, -0.5028)  0.00
H (0.9052, -1.2650, -0.4814)  0.00
H (0.7684, -0.7937, 2.1033)  0.01
H (1.4777, 1.6920, 1.9089)  0.00
H (-0.0709, 1.7349, 2.5091)  0.00
H (0.0895, 1.7420, 0.7566)  0.00
H (-1.5425, 0.2696, 0.3543)  0.00
H (-2.6001, -1.9502, 1.1933)  0.02
H (-0.9727, -2.4905, 1.4572)  0.00
H (-2.2551, -1.8989, -1.2712)  0.00
H (-0.9730, -2.6479, -1.0993)  0.01
H (2.1069, -0.3392, -2.8628)  0.00
H (1.9244, -1.1107, -3.9692)  0.00
O (1.4981, -0.9018, -3.1763)  0.00
H (-4.2879, -0.3757, -1.0921)  0.00
H (-4.5224, -0.6442, 0.3722)  0.00
O (-4.4603, 0.0622, -0.3480)  0.00
H (3.1504, -1.6156, 3.2447)  0.00
H (3.0375, -0.1368, 2.5286)  0.00
O (3.4523, -0.6783, 3.1044)  0.00
H (4.0090, 0.0699, -2.8746)  0.00
H (3.5441, 0.6676, -1.4333)  0.00
O (3.5128, 0.7419, -2.3952)  0.00
H (-2.6363, 3.0634, -1.4465)  0.00
H (-2.2585, 2.3043, -0.1688)  0.00
O (-1.9060, 2.7875, -0.9112)  0.00
H (-1.0027, -0.1346, 3.6129)  0.00
H (-1.2313, 1.3334, 3.2246)  0.00
O (-1.4293, 0.6397, 3.9379)  0.02
H (0.2994, 1.8383, -3.0020)  0.00
H (0.6571, 0.8333, -3.9531)  0.00
O (0.6186, 1.7820, -3.8927)  0.00

Total charge = +1
Multiplicity = 2
Relative energy (zero: lowest compared OMol25 entry of this formula, charge and spin) = 293.1 kJ/mol
F_max = 9.564 eV Å⁻¹
HOMO-LUMO gap (alpha / beta) = 0.378 / 0.192 Ha
E_tot = -21870.2695 eV